1.
{
  "formula": "C43H35KOP2S5",
  "method": "ωB97M-V/def2-TZVPD",
  "symbols": ["K", "C", "C", "C", "C", "C", "C", "C", "C", "P", "C", "C", "C", "C", "C", "C", "C", "C", "C", "C", "C", "C", "C", "O", "C", "C", "C", "C", "C", "C", "P", "C", "C", "C", "C", "C", "C", "C", "C", "C", "C", "C", "C", "H", "H", "H", "H", "H", "H", "H", "H", "H", "H", "H", "H", "H", "H", "H", "H", "H", "H", "H", "H", "H", "H", "H", "H", "H", "H", "H", "H", "H", "H", "H", "H", "C", "S", "C", "C", "S", "S", "C", "S", "S", "H", "H", "H"],
  "coordinates": [[0.04936, 0.77594, -0.24561], [7.32256, -3.42291, -0.39677], [6.44368, -2.95762, 0.77722], [7.11982, -3.32256, 2.11017], [6.27166, -1.45316, 0.70294], [7.40203, -0.63581, 0.76887], [7.31565, 0.73721, 0.70649], [6.06434, 1.32100, 0.57737], [4.91328, 0.54982, 0.50719], [3.35204, 1.48618, 0.34115], [2.91107, 0.85872, -1.37313], [3.61401, 1.65983, -2.28274], [3.59157, 1.40453, -3.64404], [2.83452, 0.35592, -4.14541], [2.11401, -0.43486, -3.26647], [2.16050, -0.19043, -1.89982], [2.55083, 0.90825, 1.93316], [3.11254, 1.69175, 2.95144], [2.83355, 1.44224, 4.28465], [1.95157, 0.43054, 4.63705], [1.35440, -0.32513, 3.64387], [1.65930, -0.08999, 2.30923], [5.02997, -0.84831, 0.57115], [3.85754, -1.56749, 0.49343], [3.89560, -2.94239, 0.55894], [2.67308, -3.62484, 0.47175], [2.68468, -5.01724, 0.52112], [3.85820, -5.73190, 0.66520], [5.04621, -5.03310, 0.74890], [5.09292, -3.64297, 0.69511], [1.05238, -2.82186, 0.25177], [0.14948, -3.18982, 1.78879], [0.66495, -3.90733, 2.86470], [-0.06869, -4.03321, 4.03738], [-1.32103, -3.44633, 4.14657], [-1.84214, -2.72869, 3.07745], [-1.10851, -2.59511, 1.90939], [0.30763, -3.89556, -1.01746], [0.98088, -4.01252, -2.23549], [0.42971, -4.73845, -3.27684], [-0.81026, -5.34695, -3.12079], [-1.48711, -5.22691, -1.91860], [-0.93130, -4.50717, -0.86803], [8.30215, -2.94540, -0.36150], [6.85452, -3.17319, -1.34985], [7.47966, -4.50146, -0.36624], [8.09674, -2.84611, 2.19513], [7.27079, -4.39928, 2.19169], [6.50696, -2.99888, 2.95241], [8.37506, -1.09908, 0.87125], [8.20432, 1.35131, 0.75983], [5.97234, 2.39952, 0.53169], [4.19730, 2.49917, -1.91976], [4.15601, 2.04083, -4.31320], [2.79989, 0.16529, -5.20988], [1.50513, -1.25356, -3.62981], [1.61198, -0.86046, -1.25110], [3.78452, 2.50506, 2.69988], [3.29679, 2.05364, 5.04830], [1.72315, 0.24482, 5.67839], [0.64584, -1.10763, 3.88678], [1.19258, -0.72934, 1.57745], [1.74596, -5.55111, 0.43477], [3.84596, -6.81254, 0.70436], [5.97608, -5.57739, 0.85315], [1.64667, -4.35779, 2.80061], [0.34421, -4.59207, 4.86770], [-1.88595, -3.54089, 5.06510], [-2.81310, -2.25493, 3.14783], [-1.54190, -2.02320, 1.09360], [1.95142, -3.54405, -2.36614], [0.96830, -4.82967, -4.21169], [-1.24407, -5.90952, -3.93710], [-2.45558, -5.69353, -1.79305], [-1.47516, -4.42341, 0.06350], [-5.83284, -1.61488, 1.01433], [-5.57574, -1.47478, -0.76731], [-5.26195, 0.24539, -0.89256], [-4.13379, 0.87913, -0.50384], [-2.71930, 0.20000, 0.22627], [-4.14151, 2.60762, -0.76704], [-5.69208, 2.75436, -1.52746], [-6.27111, 4.15957, -2.16159], [-6.52796, 1.24885, -1.57186], [-5.99846, -2.67132, 1.22762], [-6.70438, -1.04865, 1.33740], [-4.94516, -1.27520, 1.54544]],
  "homo_lumo_gap_ev": 6.70,
  "fmax_ev_per_a": 0.4,
  "relative_energy_kcal_mol": 12.7,
  "charge": 0
}



2.
{
  "formula": "C4H60BO38",
  "method": "ωB97M-V/def2-TZVPD",
  "symbols": ["O", "C", "O", "B", "O", "C", "O", "O", "C", "O", "C", "O", "O", "O", "H", "H", "O", "H", "H", "O", "H", "H", "O", "H", "H", "O", "H", "H", "O", "H", "H", "O", "H", "H", "O", "H", "H", "O", "H", "H", "O", "H", "H", "O", "H", "H", "O", "H", "H", "O", "H", "H", "O", "H", "H", "O", "H", "H", "O", "H", "H", "O", "H", "H", "O", "H", "H", "O", "H", "H", "O", "H", "H", "O", "H", "H", "O", "H", "H", "O", "H", "H", "O", "H", "H", "O", "H", "H", "O", "H", "H", "O", "H", "H", "O", "H", "H", "O", "H", "H", "O", "H", "H"],
  "coordinates": [[7.98900, -7.34500, -0.64300], [6.92700, -7.02500, -1.20800], [6.29800, -5.97500, -1.08000], [5.25400, -5.91500, -2.10600], [5.36300, -7.22800, -2.79600], [6.43300, -7.73200, -2.34500], [6.85400, -8.82500, -2.74700], [5.28100, -4.73100, -3.01100], [4.35500, -4.00400, -2.66600], [4.16500, -2.83500, -3.00600], [3.48100, -4.66000, -1.77600], [3.89700, -5.82500, -1.47200], [2.57000, -4.10800, -1.20200], [6.85200, -2.23500, -3.91700], [6.73900, -3.05800, -4.37000], [5.97800, -2.03100, -3.54000], [4.34300, -4.69400, 1.51900], [4.79000, -4.07400, 0.96300], [3.47100, -4.87600, 1.20800], [8.67500, -10.29900, -3.95600], [8.14000, -10.71900, -4.63600], [8.07700, -9.66200, -3.57000], [3.13900, -5.82800, -4.51500], [2.45100, -5.20400, -4.24900], [3.05600, -6.65200, -4.04100], [3.84500, -8.75600, -0.94200], [4.34900, -9.43700, -1.31800], [4.06000, -8.63700, 0.00600], [7.27600, -7.92200, 2.15600], [7.35400, -6.95600, 2.21000], [7.45800, -8.32300, 2.99600], [4.62600, -2.37800, -0.01000], [3.97300, -1.93900, -0.57500], [5.43300, -2.39900, -0.50800], [5.19500, -9.86800, -5.12700], [4.47700, -9.25700, -5.31700], [5.86000, -9.26300, -4.82100], [2.59400, -8.24500, -3.27400], [2.13400, -9.03700, -3.54500], [3.06900, -8.47100, -2.45900], [2.02600, -2.28900, 1.30800], [1.13300, -2.55300, 1.09500], [2.54800, -2.53200, 0.56000], [5.19100, -6.42300, -5.95800], [4.94200, -6.79600, -6.78700], [4.38600, -6.44100, -5.40800], [9.25300, -9.81400, -0.48300], [8.87700, -8.94000, -0.43800], [8.50300, -10.31100, -0.25700], [7.10400, -2.63000, -1.41100], [7.95100, -2.87800, -1.06400], [7.21900, -2.63000, -2.35000], [9.77600, -7.83600, -3.36400], [9.69500, -8.75600, -3.48100], [8.98600, -7.49300, -3.79600], [0.40500, -2.03800, -1.84300], [-0.04100, -2.81800, -1.53000], [-0.13100, -1.50200, -2.43000], [2.12000, -0.85000, -4.50000], [1.61700, -1.71300, -4.43500], [3.01000, -1.00000, -4.76400], [5.32400, -0.18200, -2.50000], [4.47300, -0.51700, -2.21500], [5.48800, 0.62100, -1.95100], [1.45000, -3.86100, -3.90600], [1.29500, -3.65600, -2.98200], [0.63900, -4.34500, -4.11200], [6.95800, -4.56800, -5.40900], [7.56300, -4.08900, -5.93000], [6.39000, -5.13700, -5.97200], [4.65200, -7.32800, 1.29400], [4.78900, -6.39300, 1.27100], [5.53900, -7.64200, 1.51300], [2.83200, -0.86800, -1.35800], [2.44900, -0.00500, -1.39800], [2.08100, -1.43800, -1.61600], [7.49300, -8.03700, -5.28900], [6.81900, -7.35500, -5.39000], [7.45100, -8.50500, -6.13700], [9.50700, -5.27300, -0.78800], [9.29100, -6.17000, -0.47000], [9.12700, -5.27300, -1.65100], [7.42700, -5.41000, 1.38000], [7.23600, -5.39500, 0.46000], [7.14100, -4.56900, 1.73600], [1.31000, -6.85600, -0.90500], [2.17300, -6.98100, -1.25200], [1.40100, -6.27200, -0.18000], [4.47700, -2.96600, -5.72000], [4.42100, -3.09800, -4.80800], [4.96400, -3.74700, -5.99700], [4.81700, -10.91900, -2.34600], [5.71700, -10.79500, -2.08700], [4.89200, -10.34700, -3.13400], [6.34100, -9.84400, 0.43600], [5.90400, -10.29400, 1.14300], [6.82800, -9.23400, 1.01500], [8.49200, -5.11100, -3.11300], [8.96800, -4.34300, -3.45500], [7.83800, -4.98900, -3.77900], [-0.44500, -4.60500, -1.46500], [-1.28800, -4.94100, -1.79000], [0.24500, -5.19500, -1.79100]],
  "homo_lumo_gap_ev": 8.93,
  "fmax_ev_per_a": 7.9,
  "relative_energy_kcal_mol": 0.0,
  "charge": -1
}